[1]
The following is a quantum chemistry calculation of a cluster of 2 separate species, C7H10FNO in total, from the Open Molecules 2025 dataset.

HOMO-LUMO gap (spin up / spin down) = 7.66 / 7.63 eV
multiplicity = 1
relative energy (zero: lowest compared OMol25 entry of this formula, charge and spin) = 399.5 kJ/mol

Structure (XYZ):
```
20
Properties=species:S:1:pos:R:3:nbo_charge:R:1
F 2.671 1.310 0.754 -0.388
O 2.119 0.430 -0.561 -0.019
N 0.971 -0.014 -0.329 0.050
C -0.199 0.849 -0.354 0.105
C 0.620 -1.345 -0.001 0.129
C -1.211 -0.011 -0.100 -0.022
C -2.621 0.446 0.157 -0.637
C 1.742 -2.281 0.221 -0.672
C -0.045 2.275 -0.468 -0.673
C -0.709 -1.363 0.190 -0.238
H 0.395 2.634 -1.418 0.236
H 2.396 -2.071 1.081 0.246
H 1.494 -3.348 0.488 0.238
H -1.305 -2.290 0.387 0.235
H 2.488 -2.245 -0.596 0.239
H -2.653 1.305 -0.481 0.223
H 0.724 2.716 0.314 0.269
H -3.277 -0.426 -0.066 0.225
H -2.604 0.728 1.224 0.229
H -0.994 2.702 -0.440 0.224
```

---

[2]
The following is a quantum chemistry calculation of a cluster of 3 separate species, C3H12N2O2 in total, from the Open Molecules 2025 dataset.

HOMO-LUMO gap = 9.55 eV
multiplicity = 1
structure (SMILES) = CC/N=C\N.O.O
relative energy (zero: lowest compared OMol25 entry of this formula, charge and spin) = 200.2 kJ/mol

Structure (XYZ):
```
19
Properties=species:S:1:pos:R:3:nbo_charge:R:1
O -1.483 -3.753 5.072 -0.938
O -1.463 1.022 -3.174 -0.928
N 0.610 -1.613 -0.072 -0.805
N -0.474 0.478 -0.499 -0.529
C 0.633 2.674 -1.097 -0.638
C -0.330 -0.624 0.145 0.308
C 0.799 1.192 -0.799 -0.279
H 1.453 0.699 -1.580 0.169
H -0.991 1.370 -3.935 0.455
H 1.499 -1.122 -0.211 0.375
H -0.741 0.878 -2.545 0.474
H -1.155 -0.919 0.802 0.165
H -0.645 -3.362 5.318 0.468
H 0.902 2.915 -2.123 0.205
H 0.691 -2.339 0.630 0.386
H 1.276 3.215 -0.398 0.218
H -1.506 -4.624 5.473 0.470
H -0.468 2.912 -1.110 0.246
H 1.394 1.001 0.104 0.180
```

---

[3]
The following is a quantum chemistry calculation of a structure of composition C8H14N4, from the Open Molecules 2025 dataset.

HOMO-LUMO gap = 8.20 eV
multiplicity = 1
relative energy (zero: lowest compared OMol25 entry of this formula, charge and spin) = 1120.2 kJ/mol

Structure (XYZ):
```
26
Properties=species:S:1:pos:R:3:nbo_charge:R:1
N -0.312 -2.618 0.007 -0.563
N -2.143 -0.931 0.009 -0.573
N -2.627 -2.756 1.048 -0.813
N -1.763 0.967 -1.121 -0.848
C -1.190 -0.158 -0.546 0.434
C 1.167 0.697 -0.791 -0.451
C 0.212 -0.139 -0.283 -0.190
C 0.429 2.970 0.423 -0.629
C -1.549 -2.132 0.343 0.579
C 1.453 1.759 0.430 -0.430
C 0.656 -1.588 -0.064 0.289
C 2.029 -1.837 0.239 -0.707
H 0.911 3.977 -0.637 0.181
H 2.537 2.249 0.361 0.225
H 1.259 1.234 1.509 0.209
H 1.822 -3.042 0.358 0.272
H -1.157 3.201 0.204 0.248
H -2.575 -3.872 1.170 0.383
H -1.539 1.213 -2.210 0.399
H -2.862 0.953 -0.852 0.406
H 2.790 -1.608 -0.678 0.247
H -3.301 -2.343 0.344 0.416
H 2.355 -1.166 1.434 0.258
H 2.054 0.303 -0.858 0.215
H 0.520 3.314 1.673 0.216
H 0.822 1.350 -1.512 0.225
```

---

[4]
The following is a quantum chemistry calculation of a cluster of 3 separate species, C5H8O2 in total, from the Open Molecules 2025 dataset.

HOMO-LUMO gap = 9.88 eV
multiplicity = 1
structure (SMILES) = C1=CC1.C=O.C=O
relative energy (zero: lowest compared OMol25 entry of this formula, charge and spin) = 459.7 kJ/mol

Structure (XYZ):
```
15
Properties=species:S:1:pos:R:3:nbo_charge:R:1
O 1.008 0.472 -1.593 -0.518
O -1.904 -0.544 -0.540 -0.530
C -0.401 0.502 1.804 -0.170
C -1.738 0.430 -1.234 0.287
C 0.716 0.943 1.327 -0.193
C 1.044 -0.735 -1.620 0.280
C 0.710 -0.497 1.744 -0.434
H 0.148 -1.335 -1.860 0.123
H 1.300 1.727 0.871 0.231
H 1.221 -0.805 2.661 0.178
H -1.433 1.408 -0.822 0.126
H -1.876 0.386 -2.332 0.110
H 0.678 -1.290 0.985 0.161
H 1.967 -1.301 -1.401 0.119
H -1.444 0.641 2.038 0.229
```

---

[5]
The following is a quantum chemistry calculation of a structure of composition CH4NOPS, from the Open Molecules 2025 dataset.

HOMO-LUMO gap = 8.34 eV
multiplicity = 1
relative energy (zero: lowest compared OMol25 entry of this formula, charge and spin) = 216.8 kJ/mol

Structure (XYZ):
```
9
Properties=species:S:1:pos:R:3:nbo_charge:R:1
S -1.959 -0.151 0.797 0.615
P 0.500 -0.903 0.096 1.204
O -1.054 1.254 0.197 -0.654
N -0.577 -0.977 1.354 -1.137
C 0.089 0.857 -0.409 -0.356
H 0.024 1.112 -1.495 0.198
H 0.451 -1.714 -0.970 -0.060
H 1.793 -1.028 0.498 -0.022
H 0.733 1.550 -0.067 0.211
```

---

[6]
The following is a quantum chemistry calculation of the molecule C6H9NOS, from the Open Molecules 2025 dataset.

HOMO-LUMO gap = 9.10 eV
multiplicity = 1
structure (SMILES) = C/C=C/[C@]1(O)N=CCS1
relative energy (zero: lowest compared OMol25 entry of this formula, charge and spin) = 101.7 kJ/mol

Structure (XYZ):
```
18
Properties=species:S:1:pos:R:3:nbo_charge:R:1
S -0.964 -1.861 1.277 0.083
O 0.047 0.614 2.147 -0.701
N 1.148 -0.462 0.457 -0.453
C -0.889 0.678 -0.141 -0.296
C 0.609 -2.572 1.361 -0.658
C -0.126 -0.053 0.923 0.364
C -0.310 1.243 -1.182 -0.120
C 1.578 -1.601 0.619 0.184
C -0.843 1.966 -2.356 -0.650
H -0.347 1.557 -3.263 0.229
H -0.471 2.997 -2.200 0.227
H -0.699 1.362 2.279 0.488
H -1.986 2.101 -2.448 0.216
H 1.061 -2.353 2.394 0.225
H 2.545 -1.894 0.225 0.197
H -1.955 0.701 -0.009 0.209
H 0.809 -3.575 1.187 0.240
H 0.794 1.153 -1.270 0.216
```

---

[7]
The following is a quantum chemistry calculation of a structure of composition C24H22Br25ClFNO2S2, from the Open Molecules 2025 dataset.

HOMO-LUMO gap = 8.32 eV
multiplicity = 1

Structure (XYZ):
```
78
Properties=species:S:1:pos:R:3:mulliken_charge:R:1
Br -5.695 -4.179 -3.162 -0.031
Br -11.132 1.355 3.601 -0.036
Br 11.231 -3.151 -1.002 0.040
Br 3.776 0.010 3.525 0.039
Br 6.575 -1.483 3.905 -0.004
Br 6.473 1.432 2.612 -0.037
Br -1.671 3.824 3.221 -0.038
Br -9.234 -1.094 2.897 0.154
Br 3.004 -0.756 -1.494 -0.112
Br 14.812 -1.456 0.985 0.005
Br 11.478 -4.491 -3.883 -0.017
Br -3.531 -5.144 -5.299 -0.022
Br -1.410 2.508 0.327 0.141
Br 9.815 -1.796 -3.509 -0.027
Br -0.507 8.094 -1.426 0.005
Br -3.142 5.160 0.724 -0.039
Br 1.175 5.404 -1.741 0.022
Br 13.383 -0.076 -1.505 -0.010
Br -3.601 -2.103 -4.341 0.019
Br 1.000 6.846 1.087 -0.041
Br 7.325 -4.415 -1.662 -0.050
Br -12.404 -1.405 2.637 -0.008
Br 15.000 -2.791 -1.906 -0.012
Br 7.263 -1.392 -0.637 0.021
Br 5.146 -3.487 0.472 -0.029
Cl -1.971 0.691 -2.793 -0.204
S -3.281 -2.614 1.287 -0.331
S -8.672 1.394 -0.804 0.957
F -5.384 -1.925 3.305 -0.365
O -8.868 0.046 -1.255 -0.549
O -9.852 2.186 -0.566 -0.623
N -3.811 -1.057 -1.126 0.279
C -10.959 -0.562 3.589 -0.336
C 1.545 -0.581 0.947 -1.054
C -6.631 0.397 0.812 1.235
C -6.541 -0.303 2.010 -1.585
C -7.728 1.437 0.714 -1.018
C -4.735 -0.789 -0.077 -0.797
C -4.639 -1.463 1.137 0.544
C -5.529 -1.230 2.166 0.092
C 0.168 -0.679 0.305 1.332
C -4.635 -3.686 -4.695 -0.320
C -2.465 -0.950 -0.670 -0.539
C -5.748 0.143 -0.224 -0.440
C 14.873 -1.144 -0.913 -0.313
C -1.544 -0.169 -1.344 0.164
C -2.036 -1.621 0.477 0.129
C -0.753 -1.501 0.963 -1.081
C 6.224 -2.965 -1.033 -0.219
C 11.309 -2.843 -2.899 -0.170
C -0.253 -0.044 -0.846 -0.646
C 2.263 1.708 -0.061 -0.942
C 2.598 0.231 0.156 0.155
C 5.665 0.210 3.863 -0.319
C -1.618 4.145 1.322 0.316
C 1.021 7.092 -0.824 -0.365
H 1.901 7.672 -1.063 0.367
H -8.405 1.344 1.563 0.166
H 1.398 -0.060 1.905 0.312
H -7.911 2.084 -1.699 0.134
H -7.297 2.443 0.792 0.420
H -5.811 0.684 -1.163 0.351
H 1.205 1.941 -0.002 0.030
H 1.942 -1.562 1.219 0.461
H -3.994 -1.979 -1.520 0.049
H -7.222 -0.124 2.850 1.316
H 3.519 0.219 0.742 0.290
H 2.813 2.371 0.610 0.341
H 0.419 0.585 -1.415 0.548
H -5.321 -3.451 -5.497 0.353
H -0.485 -2.049 1.860 0.482
H 12.203 -2.266 -3.090 0.153
H -11.012 -0.897 4.615 0.366
H 5.766 0.646 4.846 0.338
H -0.740 4.743 1.127 -0.344
H 5.546 -2.707 -1.834 0.276
H 2.575 1.977 -1.076 0.328
H 15.771 -0.579 -1.117 0.342
```

---

[8]
The following is a quantum chemistry calculation of a cluster of 3 separate species, CH6N3 in total, from the Open Molecules 2025 dataset.

HOMO-LUMO gap = 11.10 eV
charge = +1
multiplicity = 1
relative energy (zero: lowest compared OMol25 entry of this formula, charge and spin) = 481.0 kJ/mol

Structure (XYZ):
```
10
Properties=species:S:1:pos:R:3:nbo_charge:R:1
N -2.723 0.398 0.155 -0.758
N -0.393 0.107 -0.086 -0.113
N 0.887 0.337 -0.151 -0.527
C -1.466 0.498 0.109 0.676
H 0.142 1.802 0.948 -0.041
H -3.124 -0.273 -0.419 0.440
H -3.302 1.212 0.325 0.454
H 1.468 -0.048 0.537 0.419
H -0.311 2.456 1.250 0.034
H 1.235 0.359 -1.076 0.417
```